#P
Computed, not measured: 2 unconnected molecules or ions with the total composition C6H12N2O, with the ωB97M-V functional and the def2-TZVPD basis.

Summary:
LUMO (spin up / spin down): 0.35 / 0.35 eV
SMILES: [H]/N=C\C(=C)N.C/C=C\O
Highest occupied orbital energy (spin up / spin down): -7.98 / -7.98 eV

Each atom is followed by the atoms it is bonded to, with distances in Å.
Positions of all 21 atoms, in Å:
1 H -0.7446 -0.4397 2.8302  N2 1.019
2 N 0.0176 -0.8469 2.2905  H1 1.019, C3 1.303
3 C -0.1266 -0.7692 0.9977  N2 1.303, C4 1.588, H7 1.100
4 C -1.3521 -0.0812 0.2586  C3 1.588, C5 1.348, N6 1.389
5 C -2.0500 0.8720 0.9072  C4 1.348, H8 1.080, H9 1.078
6 N -1.8818 -0.7842 -0.8159  C4 1.389, H10 1.008, H11 1.008
7 H 0.0235 -1.7153 0.4575  C3 1.100
8 H -3.0494 1.1570 0.6124  C5 1.080
9 H -1.6140 1.3512 1.7693  C5 1.078
10 H -1.5213 -1.7109 -0.9798  N6 1.008
11 H -2.8824 -0.7351 -0.9322  N6 1.008
12 C 1.2685 0.3341 -2.0085  C13 1.488, H16 1.089, H17 1.091, H18 1.095
13 C 0.9680 0.9328 -0.6800  C12 1.488, C14 1.396, H19 1.080
14 C 1.5172 0.4533 0.5107  C13 1.396, O15 1.386, H20 1.090
15 O 2.6072 -0.4007 0.4461  C14 1.386, H21 0.961
16 H 0.5731 0.7034 -2.7606  C12 1.089
17 H 1.1804 -0.7505 -1.9355  C12 1.091
18 H 2.2773 0.6124 -2.3316  C12 1.095
19 H 0.5548 1.9289 -0.6279  C13 1.080
20 H 1.7279 1.2049 1.2712  C14 1.090
21 H 2.5067 -1.3164 0.7207  O15 0.961


#Q
Computed, not measured: 2 unconnected molecules or ions with the total composition C6H12N2O, with the ωB97M-V functional and the def2-TZVPD basis.

Summary:
LUMO: 0.65 eV
SMILES: [H]/N=C/N(C)C.CC=C=O
Highest occupied orbital energy: -7.98 eV

Each atom is followed by the atoms it is bonded to, with distances in Å.
Positions of all 21 atoms, in Å:
1 H 0.3035 -2.6280 1.3553  N2 1.014
2 N 0.4618 -1.6303 1.4384  H1 1.014, C3 1.277
3 C 0.9361 -1.1101 0.3725  N2 1.277, N4 1.425, H7 1.098
4 N 1.0102 0.3040 0.2171  C3 1.425, C5 1.456, C6 1.456
5 C 1.8599 0.7811 -0.8644  N4 1.456, H8 1.093, H9 1.094, H10 1.088
6 C 1.0784 1.1469 1.4028  N4 1.456, H11 1.086, H12 1.094, H13 1.091
7 H 1.3187 -1.6674 -0.4926  C3 1.098
8 H 1.4841 1.7055 -1.3101  C5 1.093
9 H 2.8826 0.9633 -0.5226  C5 1.094
10 H 1.9561 0.0318 -1.6473  C5 1.088
11 H 0.6247 0.5873 2.2153  C6 1.086
12 H 0.6022 2.0930 1.1302  C6 1.094
13 H 2.1037 1.4276 1.6470  C6 1.091
14 C -2.1586 -0.3776 -1.5792  C15 1.498, H18 1.090, H19 1.092, H20 1.093
15 C -1.8237 -0.5299 -0.1274  C14 1.498, C16 1.336, H21 1.090
16 C -1.9299 0.4334 0.7928  C15 1.336, O17 1.179
17 O -2.4547 0.9286 1.7257  C16 1.179
18 H -2.5710 0.5949 -1.8482  C14 1.090
19 H -2.9095 -1.0664 -1.9714  C14 1.092
20 H -1.2820 -0.5053 -2.2200  C14 1.093
21 H -1.4929 -1.4823 0.2860  C15 1.090


#R
Computed, not measured: 2 unconnected molecules or ions with the total composition C6H12N2O, with the ωB97M-V functional and the def2-TZVPD basis.

Summary:
LUMO: 0.55 eV
SMILES: [H]/N=C(/C)C#N.CCOC
Highest occupied orbital energy: -10.00 eV

Each atom is followed by the atoms it is bonded to, with distances in Å.
Positions of all 21 atoms, in Å:
1 H -1.2089 3.0582 0.1389  N2 1.018
2 N -0.5085 2.8359 0.8436  H1 1.018, C3 1.261
3 C -0.5971 1.6885 1.3582  N2 1.261, C4 1.491, C5 1.441
4 C 0.3820 1.2250 2.3833  C3 1.491, H7 1.086, H8 1.092, H9 1.088
5 C -1.6389 0.7499 1.0264  C3 1.441, N6 1.147
6 N -2.5174 0.0650 0.7545  C5 1.147
7 H 0.9545 2.0730 2.7479  C4 1.086
8 H 1.0535 0.5024 1.9153  C4 1.092
9 H -0.1326 0.7259 3.2018  C4 1.088
10 C -0.2464 -2.3826 -0.9071  C11 1.526, H14 1.080, H15 1.083, H16 1.086
11 C -0.5269 -1.0222 -1.5387  C10 1.526, O12 1.415, H17 1.091, H18 1.099
12 O 0.1422 0.0571 -0.9152  C11 1.415, C13 1.415
13 C 1.5390 0.0836 -1.1401  O12 1.415, H19 1.103, H20 1.101, H21 1.092
14 H -0.4875 -2.3474 0.1450  C10 1.080
15 H -0.8580 -3.1399 -1.3813  C10 1.083
16 H 0.7963 -2.6632 -1.0258  C10 1.086
17 H -1.5857 -0.7821 -1.4295  C11 1.091
18 H -0.2761 -1.0433 -2.6089  C11 1.099
19 H 2.0454 -0.7668 -0.6533  C13 1.103
20 H 1.7709 0.0681 -2.2167  C13 1.101
21 H 1.9002 1.0147 -0.6983  C13 1.092


#S
Computed, not measured: 2 unconnected molecules or ions with the total composition C6H12N2O, with the ωB97M-V functional and the def2-TZVPD basis.

Summary:
LUMO: 0.96 eV
SMILES: C=C(CN)ON.C=C=C
Highest occupied orbital energy: -7.97 eV

Each atom is followed by the atoms it is bonded to, with distances in Å.
Positions of all 21 atoms, in Å:
1 C -0.1626 2.0533 -0.1286  C2 1.306, H7 1.078, H8 1.104
2 C 0.5471 1.0583 -0.5882  C1 1.306, C3 1.491, O5 1.600
3 C 2.0141 0.8331 -0.7266  C2 1.491, N4 1.458, H9 1.095, H10 1.092
4 N 2.6410 0.0776 0.3513  C3 1.458, H11 1.014, H12 1.015
5 O -0.3418 -0.2482 -0.8363  C2 1.600, N6 1.438
6 N 0.4260 -1.4247 -1.1439  O5 1.438, H13 1.021, H14 1.015
7 H 0.2859 2.9817 0.1876  C1 1.078
8 H -1.2275 1.8741 0.0985  C1 1.104
9 H 2.4917 1.8165 -0.7871  C3 1.095
10 H 2.2097 0.3058 -1.6626  C3 1.092
11 H 2.3835 0.4681 1.2509  N4 1.014
12 H 2.3036 -0.8792 0.3215  N4 1.015
13 H 0.0533 -2.1339 -0.5113  N6 1.021
14 H 0.1472 -1.6746 -2.0873  N6 1.015
15 C -2.7656 0.0493 0.2511  C16 1.337, H18 1.079, H19 1.080
16 C -1.7132 -0.7062 0.5795  C15 1.337, C17 1.326
17 C -1.1075 -1.4360 1.5067  C16 1.326, H20 1.079, H21 1.080
18 H -3.6058 0.1453 0.9216  C15 1.079
19 H -2.9009 0.3656 -0.7725  C15 1.080
20 H -1.5636 -2.3251 1.9140  C17 1.079
21 H -0.1146 -1.2009 1.8617  C17 1.080


Top of the stability list: #R, leading by 107.3 kJ/mol.